Entry 1:
Entry from the Open Molecules 2025 dataset: the ion C10H13N4O with charge +1 at a distorted geometry (ωB97M-V/def2-TZVPD).

CARTESIAN COORDINATES (ANGSTROEM)
1 C 1.89514 1.37881 0.42862
2 C 2.06864 0.12063 -0.14857
3 C -1.80073 0.69987 0.27620
4 C -2.15943 1.74751 1.19672
5 C 0.52545 1.65710 0.62215
6 C -2.62622 0.03711 -0.41390
7 C 0.16857 -1.75907 -0.48409
8 C 3.35400 -0.58155 -0.30697
9 C -3.56102 1.77578 1.72042
10 C 1.15608 -2.59795 -1.35378
11 N -1.39801 2.65857 1.54799
12 N 0.78403 -0.39686 -0.15339
13 N -0.12215 0.56492 0.22517
14 N -0.13085 2.76272 1.09709
15 O -0.85360 -2.12472 0.06213
16 H 2.63113 2.19478 0.55930
17 H -2.41524 -0.69997 -1.12673
18 H -3.68093 -0.05608 -0.04731
19 H 3.58238 -0.71978 -1.45359
20 H 3.51739 -1.45994 0.31754
21 H 4.18184 0.17169 -0.06010
22 H -3.48037 2.07584 2.83556
23 H -4.08773 0.76323 1.75329
24 H -4.22969 2.44805 1.14747
25 H 1.89552 -3.08688 -0.74576
26 H 1.59329 -2.03232 -2.27712
27 H 0.66600 -3.45016 -1.78707
28 H 0.25060 3.64436 1.31601

* charge: +1
* HOMO energy (spin up / spin down): -8.93 / -13.35 eV
* spin multiplicity: 3
* LUMO (spin up / spin down): -3.85 / -6.36 eV

Entry 2:
Entry from the Open Molecules 2025 dataset: a cluster of 2 separate species, C10H13NO in total at a distorted geometry (ωB97M-V/def2-TZVPD).

CARTESIAN COORDINATES (ANGSTROEM)
1 C -2.99210 2.33038 0.42867
2 C -1.64735 1.02937 -1.22864
3 C 0.02404 0.17495 -0.00805
4 C -1.81458 1.47409 0.03578
5 C -0.82055 0.88002 0.88005
6 C 1.20759 -0.45588 0.40008
7 C 1.61389 -0.18006 1.68773
8 C -0.38765 1.04361 2.19534
9 C 0.79027 0.46966 2.62021
10 N -0.40913 0.34209 -1.29139
11 H -0.04071 -0.07990 -2.11730
12 H -2.18420 0.90227 -2.15449
13 H 1.84341 -1.01030 -0.27507
14 H -3.83649 1.67182 0.63567
15 H -3.44316 2.86073 -0.41138
16 H 2.46108 -0.69618 2.05921
17 H -0.99014 1.52289 2.93819
18 H 1.12163 0.50714 3.64708
19 H -2.74627 2.98993 1.25446
20 C 1.42448 -2.82444 -2.55611
21 O 2.56588 -3.03077 -1.73230
22 H 2.29713 -2.96474 -0.81792
23 H 0.51290 -2.73637 -1.96517
24 H 1.43735 -3.47334 -3.42108
25 H 1.52275 -1.80152 -2.93982

* charge: 0
* HOMO energy: -7.98 eV
* LUMO: 0.77 eV
* SMILES: Cc1c[nH]c2ccccc12.CO

Entry 3:
Entry from the Open Molecules 2025 dataset: a cluster of 2 separate species, C10H13NO in total at a distorted geometry (ωB97M-V/def2-TZVPD).

CARTESIAN COORDINATES (ANGSTROEM)
1 C -2.96769 0.61522 1.85819
2 C -1.80300 0.36262 -0.29286
3 C 0.38968 0.29321 0.16755
4 C -1.73030 0.46353 1.07607
5 C -0.33365 0.33504 1.35572
6 C 1.78729 0.26329 0.11249
7 C 2.49738 0.36326 1.33063
8 C 0.39206 0.37922 2.55540
9 C 1.73203 0.49833 2.51752
10 N -0.53565 0.29253 -0.86921
11 H -0.18211 0.03058 -1.77876
12 H -2.66992 0.31522 -0.98161
13 H 2.51684 -0.00845 -0.63854
14 H -3.50933 1.55862 1.73781
15 H -2.86182 0.55774 2.94990
16 H 3.56065 0.29926 1.31429
17 H -0.12808 0.32223 3.48613
18 H 2.39007 0.66589 3.38801
19 H -3.67590 -0.21184 1.64359
20 C 0.89268 -1.50459 -3.28605
21 O 0.57736 -0.20658 -3.66870
22 H 0.71807 -0.04398 -4.60021
23 H -0.04100 -1.92803 -2.89978
24 H 1.61198 -1.54385 -2.45299
25 H 1.37236 -2.16844 -4.02458

* charge: 0
* HOMO energy: -7.54 eV
* LUMO: 0.64 eV
* SMILES: Cc1c[nH]c2ccccc12.CO

Entry 4:
Entry from the Open Molecules 2025 dataset: a structure of composition C10H13NO2 at a distorted geometry (ωB97M-V/def2-TZVPD).

CARTESIAN COORDINATES (ANGSTROEM)
1 C -1.80832 2.71962 -0.31654
2 C -2.17088 0.41664 0.11249
3 C -3.10888 -0.74257 0.37684
4 C -2.40443 -2.00958 0.39897
5 C -1.12580 -2.27049 -0.25475
6 C -0.29912 -1.19407 -0.44404
7 C 0.95786 -1.28496 -0.98790
8 C 2.85564 0.23028 -0.17511
9 C 3.62722 0.59131 1.09995
10 C -0.87922 0.11976 -0.13345
11 H -2.45883 3.69895 -0.13783
12 H -1.15881 2.83799 -1.28707
13 H -1.23607 2.88018 0.55931
14 H -4.26319 -0.40406 0.44322
15 H -2.99441 -2.99655 0.24855
16 H -0.90349 -3.30944 -0.58769
17 H 1.21421 -2.25152 -1.43240
18 H 1.13028 -0.48713 -1.69619
19 H 2.27930 -1.26518 1.09867
20 H 4.30532 1.59354 0.90542
21 H 3.95686 -0.39339 1.35598
22 H 2.68442 0.77547 2.04637
23 H -0.12194 1.14439 0.07660
24 N 2.11350 -1.00393 -0.05379
25 O -2.76352 1.66845 -0.15576
26 O 2.57230 0.93629 -1.05983

* charge: 0
* HOMO energy: -8.69 eV
* LUMO: 0.56 eV

Entry 5:
Entry from the Open Molecules 2025 dataset: a cluster of 2 separate species, C10H13O2 in total at a distorted geometry (ωB97M-V/def2-TZVPD).

CARTESIAN COORDINATES (ANGSTROEM)
1 C -1.05657 1.17309 -1.60049
2 C -1.14796 1.08650 -3.10902
3 C -2.31167 1.87419 -0.91196
4 O -2.21240 2.10458 0.32129
5 O -3.30970 1.97606 -1.63878
6 H -0.96476 0.24611 -1.06054
7 H -0.13518 1.65078 -1.29969
8 H -0.25369 0.63730 -3.56746
9 H -1.30094 2.09449 -3.49464
10 H -2.16022 0.68997 -3.38230
11 C 1.92880 1.05198 0.80373
12 C 1.55382 -2.56773 1.84977
13 C 0.17944 -2.76989 1.82337
14 C 2.13145 -1.36220 1.48930
15 C 1.30063 -0.28530 1.09708
16 C -0.60069 -1.70194 1.38187
17 C -0.10694 -0.43787 1.12520
18 H 2.13634 -3.40943 2.26095
19 H -0.44635 -3.66909 1.93177
20 H 3.18433 -1.11361 1.59088
21 H -1.67124 -1.86752 1.33075
22 H 1.63314 1.22945 -0.23404
23 H 2.97167 1.11645 1.10380
24 H -0.66030 0.45828 0.83907
25 H 1.31898 1.79534 1.35009

* charge: -1
* HOMO energy: -4.19 eV
* LUMO: 3.22 eV

Across the entries above, total energy takes the values -18574.861 -14117.449 -14117.425 -16160.261 -14676.897 eV, respectively.